(1)
C25H45N6OPb | the ωB97M-V functional and the def2-TZVPD basis

DFT total energy (eV): -42864.3923
Multiplicity: 2
Orbital gap (spin up / spin down) (eV): 2.98 / 2.60
HOMO energy (spin up / spin down) (eV): -15.347 / -15.346
Total charge: +2

Each line ends with the Mulliken charge.
CARTESIAN COORDINATES (ANGSTROEM)
Pb  2.9691  -0.9741  2.5371  1.782
C  -0.2443  -0.7021  0.4393  0.466
O  0.8403  -0.3363  1.2475  -0.074
H  -1.2057  -0.4477  0.8856  0.244
H  -0.1066  -0.1365  -0.4822  -0.214
H  -0.2987  -1.7463  0.1312  -0.277
C  3.3786  4.4821  1.0817  -1.133
C  2.4489  3.6084  1.9925  -0.788
C  1.3520  2.7870  1.2738  2.452
C  0.3532  3.6313  0.5723  -0.042
N  -0.4249  4.2681  0.0189  -0.402
H  4.2847  4.7688  1.6153  0.399
H  2.8311  5.3776  0.7879  0.331
H  3.6328  3.9300  0.1769  0.201
H  2.0505  4.2563  2.7733  0.347
H  3.1508  2.9024  2.4364  0.239
H  0.8459  2.1614  2.0090  -0.903
H  1.8543  2.1544  0.5419  -0.682
C  -3.5912  3.9834  -1.6437  -1.303
C  -2.7998  2.8052  -2.1866  -0.765
C  -2.5286  1.6409  -1.1831  1.256
C  -3.6390  1.2468  -0.2879  0.023
N  -4.4166  0.8412  0.4472  -0.484
H  -3.1476  4.3393  -0.7139  0.292
H  -4.6294  3.7780  -1.3828  0.396
H  -3.5914  4.7632  -2.4052  0.375
H  -1.8784  3.0614  -2.7096  0.345
H  -3.4733  2.4333  -2.9587  0.436
H  -1.7618  2.0379  -0.5179  -0.806
H  -2.0571  0.8385  -1.7505  0.252
C  -1.0065  -4.5117  2.2195  -1.146
C  -1.5431  -4.4871  0.8002  0.245
C  -2.3239  -5.7816  0.4472  -0.499
C  -3.6932  -5.8808  0.9837  0.126
N  -4.7773  -5.9475  1.4916  -0.387
H  -1.8844  -4.5600  2.8638  0.366
H  -0.4364  -3.6159  2.4657  0.150
H  -0.4514  -5.4231  2.4414  0.406
H  -0.7334  -4.4847  0.0705  -0.159
H  -2.0347  -3.5163  0.7356  0.252
H  -1.7767  -6.6379  0.8414  0.328
H  -2.3178  -5.8664  -0.6395  0.322
C  1.2372  -4.6943  -2.6047  -1.502
C  1.5802  -3.2559  -2.3206  0.734
C  3.0814  -2.9684  -2.3253  -0.119
C  3.7112  -3.3217  -3.6068  -0.018
N  4.2292  -3.6295  -4.6359  -0.429
H  1.7322  -4.9704  -3.5358  0.488
H  0.1677  -4.8823  -2.6998  0.343
H  1.6176  -5.3437  -1.8162  0.353
H  1.1886  -3.0231  -1.3303  -0.408
H  1.1528  -2.6418  -3.1132  0.156
H  3.5404  -3.5643  -1.5364  0.485
H  3.3184  -1.9091  -2.2264  -0.075
C  -1.9830  3.1535  4.1498  -1.338
C  -2.1245  1.7622  3.5285  -0.019
C  -1.1245  0.7532  4.1355  0.485
C  -1.0014  0.8784  5.6182  -0.041
N  -0.9221  0.9679  6.7800  -0.387
H  -2.6321  3.9440  3.7732  0.383
H  -0.9315  3.4289  4.0689  0.248
H  -2.1265  3.1570  5.2303  0.442
H  -1.9291  1.8701  2.4616  -0.247
H  -3.1592  1.4211  3.5622  0.471
H  -0.1389  0.9449  3.7112  -0.353
H  -1.5279  -0.2304  3.8950  0.348
C  2.5313  0.0977  -4.2355  -1.253
C  1.4870  0.5474  -3.2372  -0.450
C  1.9713  1.2523  -1.9588  1.253
C  2.7593  2.4772  -2.1969  -0.129
N  3.3632  3.4442  -2.3467  -0.464
H  3.2573  -0.4177  -3.6068  0.174
H  3.0512  0.9679  -4.6361  0.437
H  2.1212  -0.5418  -5.0171  0.366
H  0.8784  -0.3213  -2.9862  0.138
H  0.7707  1.2233  -3.7043  0.421
H  2.5306  0.6761  -1.2217  0.101
H  1.1034  1.7079  -1.4821  -0.561

***

(2)
C51H45Cl3MnOP3SSi | the ωB97M-V functional and the def2-TZVPD basis

DFT total energy (eV): -171111.0936
Multiplicity: 4
Orbital gap (spin up / spin down) (eV): 5.52 / 5.84
HOMO energy (spin up / spin down) (eV): -15.231 / -15.193
Total charge: +3
ΔE to the lowest compared entry with this formula, charge and spin (kcal/mol): 4.5

Each line ends with the Mulliken charge.
CARTESIAN COORDINATES (ANGSTROEM)
Mn  0.5604  1.1377  -1.0580  -0.478
O  0.3420  1.4695  0.8058  -0.822
S  -0.1277  0.2562  1.7175  0.962
C  -1.6712  0.6021  2.3928  -0.054
C  -1.9546  1.2314  3.5981  -0.282
C  -3.1780  1.0214  4.2547  -1.462
C  -4.0589  0.0993  3.7268  0.044
C  -5.3518  -0.4804  4.2563  -0.861
C  -5.8083  -1.5098  3.1768  -0.834
C  -4.7823  -1.3906  2.0681  0.017
C  -4.6454  -2.0049  0.8507  -1.260
C  -3.5926  -1.5950  -0.0042  0.027
C  -2.6435  -0.6573  0.3630  -0.021
P  -1.7433  0.2641  -0.9506  1.964
C  -2.5064  1.9017  -0.8105  0.995
C  -1.7081  3.0289  -1.0058  0.019
C  -2.2093  4.3119  -0.8548  -1.392
C  -3.5418  4.4754  -0.4950  -0.872
C  -4.3539  3.3620  -0.2972  -1.025
C  -3.8397  2.0800  -0.4472  -0.251
C  -2.2821  -0.5091  -2.4837  0.802
C  -3.4934  -0.1834  -3.0884  -0.182
C  -3.8753  -0.8329  -4.2546  -0.763
C  -3.0538  -1.8072  -4.8161  -0.844
C  -1.8404  -2.1304  -4.2184  -0.831
C  -1.4532  -1.4780  -3.0543  0.046
C  -2.6644  -0.1723  1.7092  -1.121
C  -3.7910  -0.4696  2.4655  1.017
C  1.1340  0.2296  2.9411  0.732
C  0.8938  0.2037  4.2994  -0.650
C  1.9358  0.2751  5.2432  -1.601
C  3.2168  0.4085  4.7850  -0.154
C  4.5284  0.5543  5.5244  -0.745
C  5.6035  0.6794  4.4108  -0.910
C  4.8390  0.5094  3.1181  0.120
C  5.2566  0.4839  1.8163  -1.255
C  4.3003  0.2075  0.8195  -0.385
C  2.9563  0.0014  1.0746  0.649
P  1.9564  -0.7326  -0.2480  2.003
C  1.2540  -2.2327  0.5294  0.870
C  2.0720  -2.9608  1.3945  -0.872
C  1.5862  -4.1177  1.9905  -0.879
C  0.2837  -4.5365  1.7533  -0.935
C  -0.5280  -3.8195  0.8849  -0.762
C  -0.0388  -2.6783  0.2698  0.305
C  3.0206  -1.4412  -1.5264  0.566
C  2.5209  -1.4551  -2.8259  0.491
C  3.1908  -2.1289  -3.8394  -0.805
C  4.3693  -2.8002  -3.5529  -0.886
C  4.8641  -2.8111  -2.2524  -0.929
C  4.1927  -2.1459  -1.2392  0.005
C  2.4703  0.1933  2.4176  -2.397
C  3.4605  0.3684  3.3944  1.238
H  -1.2089  1.8695  4.0630  1.018
H  -3.3799  1.5379  5.1871  0.499
H  -6.0964  0.3004  4.4156  0.359
H  -5.1920  -0.9497  5.2284  0.393
H  -6.8182  -1.3119  2.8163  0.355
H  -5.8182  -2.5261  3.5733  0.343
H  -5.3543  -2.7484  0.5016  0.535
H  -3.5790  -2.0004  -1.0103  0.787
H  -0.6585  2.9338  -1.2823  0.391
H  -1.5742  5.1778  -1.0094  0.519
H  -3.9460  5.4742  -0.3636  0.461
H  -5.3950  3.4939  -0.0217  0.506
H  -4.4840  1.2215  -0.2800  0.510
H  -4.1342  0.5813  -2.6642  0.385
H  -4.8157  -0.5762  -4.7302  0.479
H  -3.3626  -2.3160  -5.7230  0.418
H  -1.2005  -2.8885  -4.6583  0.514
H  -0.5014  -1.7258  -2.5946  0.249
H  -0.1225  0.1298  4.6612  0.867
H  1.7041  0.2541  6.3031  0.479
H  4.7017  -0.3163  6.1561  0.345
H  4.5194  1.4164  6.1894  0.379
H  6.3867  -0.0722  4.5060  0.343
H  6.1021  1.6487  4.4373  0.326
H  6.2979  0.6206  1.5443  0.606
H  4.6536  0.1156  -0.2011  0.994
H  3.0848  -2.6409  1.6096  0.313
H  2.2333  -4.6925  2.6414  0.492
H  -0.0958  -5.4264  2.2417  0.456
H  -1.5416  -4.1492  0.6825  0.562
H  -0.6687  -2.1417  -0.4220  0.196
H  1.5820  -0.9764  -3.0300  -0.647
H  2.7952  -2.1407  -4.8494  0.501
H  4.8919  -3.3373  -4.3373  0.436
H  5.7754  -3.3524  -2.0231  0.483
H  4.5825  -2.1963  -0.2298  0.438
C  -1.1716  1.6832  -4.3053  -1.268
P  0.4491  1.6773  -3.4855  1.089
C  1.5218  0.9437  -4.7455  -1.254
C  0.8949  3.4447  -3.5942  -1.093
H  -1.0829  2.3110  -5.1909  0.745
H  -1.9432  2.0893  -3.6560  0.255
H  -1.4536  0.6764  -4.6068  0.248
H  1.2094  -0.0771  -4.9698  0.285
H  2.5648  0.9353  -4.4288  0.342
H  1.4152  1.5516  -5.6447  0.643
H  0.3104  4.0500  -2.8977  0.276
H  0.6735  3.7811  -4.6078  0.612
H  1.9515  3.6033  -3.3979  0.178
Cl  3.2720  5.5438  -1.7343  -0.099
Si  4.1384  3.8128  -1.1874  0.164
Cl  5.2753  3.0184  -2.6507  -0.127
Cl  2.5408  2.3903  -0.9532  0.361

***

(3)
CH7OS | the ωB97M-V functional and the def2-TZVPD basis

DFT total energy (eV): -14025.4029
Orbital gap (eV): 12.01
HOMO energy (eV): -15.970
Total charge: +1
ΔE to the lowest compared entry with this formula, charge and spin (kcal/mol): 4.0

Each line ends with the Mulliken charge.
CARTESIAN COORDINATES (ANGSTROEM)
O  0.5591  0.6985  1.8394  -0.598
H  0.3038  0.1127  -2.5043  0.291
H  0.5767  0.5159  2.7848  0.302
H  0.7745  1.6396  1.7700  0.313
C  -0.7545  -0.8205  -0.5602  -0.669
S  0.7747  -0.2597  -1.3038  0.096
H  -1.5781  -0.1341  -0.7381  0.338
H  -0.9563  -1.8132  -0.9844  0.363
H  -0.5668  -0.9260  0.5097  0.289
H  0.8670  0.9869  -0.8132  0.274

***

(4)
C12H6MnN3O8 | the ωB97M-V functional and the def2-TZVPD basis

DFT total energy (eV): -64715.8993
Multiplicity: 2
Orbital gap (spin up / spin down) (eV): 8.46 / 8.25
HOMO energy (spin up / spin down) (eV): -6.271 / -5.878
Total charge: -1
ΔE to the lowest compared entry with this formula, charge and spin (kcal/mol): 3.8

Each line ends with the Mulliken charge.
CARTESIAN COORDINATES (ANGSTROEM)
Mn  -0.1288  0.4415  -0.3139  1.030
O  0.9075  -3.3943  2.1218  -0.742
C  0.6422  -2.3577  1.5148  -0.105
O  0.2823  -2.1789  0.3243  -0.635
C  0.7568  -1.0496  2.3016  0.627
C  1.1449  -1.0657  3.6378  -0.533
C  1.2441  0.1242  4.3360  -0.222
C  0.9540  1.3191  3.6911  -0.597
C  0.5760  1.2555  2.3656  0.594
N  0.4779  0.1047  1.6822  -0.351
C  0.2349  2.5096  1.5616  0.266
O  0.2969  3.5971  2.1009  -0.703
O  -0.0926  2.2386  0.3489  -0.517
H  1.3544  -2.0318  4.0733  0.491
H  1.5451  0.1263  5.3769  0.411
H  1.0076  2.2874  4.1656  0.495
O  -1.6803  -0.5225  -5.9528  -0.547
C  -1.4259  -1.7189  -5.4413  0.319
O  -1.5247  -2.7349  -6.0907  -0.641
C  -1.0118  -1.7459  -4.0199  0.473
C  -0.7039  -2.8884  -3.3001  -0.325
N  -0.3782  -2.5021  -2.0584  0.034
N  -0.4550  -1.1776  -1.9262  -0.236
C  -0.8340  -0.7048  -3.0941  -0.347
C  -0.9745  0.7823  -3.1352  0.923
O  -1.3260  1.3250  -4.1904  -0.851
O  -0.7020  1.3338  -2.0286  -0.510
H  -1.5499  0.2107  -5.2750  0.457
H  -0.7034  -3.9195  -3.6077  0.536
H  -0.0897  -2.9917  -1.2080  0.206